1.
Below is a cluster of 2 separate species, C37H34BF3O2S in total, with properties calculated with wB97M-V/def2-TZVPD.

Properties
E_LUMO ... -3.487 eV
Strongest force on any atom ... 4.20 eV Å⁻¹
Calculated total energy ... -62679.6648 eV

```
78
Properties=species:S:1:pos:R:3:forces:R:3:lowdin_charge:R:1
S -1.632 3.952 -0.898 -0.848 0.614 1.254 1.039
F 5.715 2.688 1.380 -0.290 0.251 -0.839 0.108
F 5.667 2.208 -0.762 -0.205 0.513 0.598 0.086
F 5.214 4.251 -0.098 0.222 -0.911 0.218 0.115
O -1.304 0.806 -0.738 -0.570 -1.611 -0.098 0.052
O -1.225 0.900 1.642 -0.543 -1.872 0.357 0.050
C -0.886 -3.833 -3.723 -0.016 0.013 0.315 -0.048
C 3.992 -0.882 -0.336 -0.718 -0.334 0.519 0.022
C 0.928 1.723 0.341 -1.402 -1.523 -0.197 -0.075
C -2.408 5.184 0.123 0.729 -0.786 0.680 -0.576
C 2.954 -2.471 2.276 -0.241 0.301 -0.551 0.013
C 1.458 2.338 -0.788 1.019 0.600 -0.372 -0.040
C -3.364 -0.070 2.263 -0.362 0.184 -0.109 -0.010
C 1.945 -0.821 -2.295 -0.097 0.110 -0.278 0.017
C -3.256 6.274 -0.424 -0.027 0.149 -0.286 -0.133
C 5.033 2.934 0.225 -0.126 0.369 0.141 -0.520
C 2.377 -3.399 3.151 -0.603 -0.335 -0.185 -0.036
C -2.035 -4.439 -3.204 0.095 0.078 0.209 -0.046
C -2.531 0.259 -0.241 0.169 -0.224 0.196 -0.452
C -0.210 -3.153 -1.472 -0.398 0.226 -0.075 -0.142
C -1.349 -3.835 -0.961 0.005 -0.289 -0.065 -0.035
C 3.572 2.588 0.319 0.555 0.007 0.320 -0.162
C 1.725 1.533 1.454 1.071 0.376 0.544 -0.028
C 0.701 -2.392 -0.616 1.224 -1.640 -1.238 0.053
C -2.248 -4.476 -1.820 0.480 0.216 0.157 -0.048
C -2.884 -0.895 -1.166 0.021 -0.402 0.087 -0.007
C -1.496 -1.424 1.463 0.212 -0.273 -0.339 -0.007
C -1.204 2.988 0.475 0.099 0.527 0.904 -0.397
C 0.667 -3.964 1.501 -0.054 0.391 -0.381 0.003
C 3.229 -0.345 -2.578 0.076 0.134 -0.064 -0.037
C 1.713 -1.452 -1.068 0.130 -0.068 0.978 -0.086
C 2.735 -1.396 -0.056 0.338 0.397 -1.354 -0.083
C 2.773 2.811 -0.797 -0.658 -0.478 -0.381 -0.014
C -3.673 1.257 -0.302 -0.417 0.272 0.102 -0.032
C 2.320 -2.222 1.065 -0.713 -1.004 0.969 -0.094
C 1.133 -2.922 0.680 0.919 0.211 1.223 -0.114
C 4.244 -0.380 -1.616 -0.343 -0.019 -0.256 -0.020
C -2.191 4.889 1.454 -0.013 -0.154 -0.954 -0.145
C -2.194 -0.094 1.297 0.328 0.338 -0.248 -0.452
C 1.246 -4.146 2.757 0.690 0.350 0.328 -0.051
C -1.495 3.648 1.655 -0.136 0.494 -0.973 -0.134
C 0.027 -3.226 -2.865 -0.169 0.196 -0.026 0.002
C 3.049 2.000 1.466 -0.383 -0.473 -0.127 -0.018
B -0.695 1.389 0.405 1.385 3.961 -0.004 -0.932
H 0.818 -4.870 3.453 0.209 0.129 -0.317 0.111
H 0.955 -2.820 -3.264 -0.343 -0.120 0.069 0.108
H 4.767 -0.931 0.426 -0.057 0.128 -0.240 0.128
H 1.317 1.043 2.341 0.036 0.189 -0.225 0.118
H -2.141 -2.275 1.223 0.002 0.043 0.042 0.082
H -2.569 5.514 2.263 0.021 -0.099 -0.196 0.100
H -3.117 -4.994 -1.403 0.325 0.280 -0.194 0.118
H -3.902 0.881 2.254 0.109 -0.108 -0.017 0.086
H -1.104 -1.545 2.482 -0.140 0.140 -0.179 0.111
H -3.011 -0.247 3.282 0.087 0.024 -0.082 0.089
H -4.064 -0.877 2.012 -0.014 0.133 0.028 0.090
H -1.554 -3.843 0.115 0.045 0.202 -0.681 0.092
H -0.631 -1.424 0.794 -0.236 0.048 0.066 0.070
H -0.702 -3.821 -4.796 -0.027 -0.094 0.270 0.114
H -3.838 5.875 -1.269 0.036 0.372 0.213 0.067
H -3.699 -1.505 -0.755 0.086 0.027 -0.089 0.095
H -3.763 1.676 -1.310 0.121 -0.082 0.111 0.089
H 3.180 3.307 -1.681 -0.061 -0.159 0.246 0.125
H -2.764 -4.894 -3.872 0.212 0.084 0.131 0.113
H 5.241 -0.019 -1.858 -0.285 -0.021 0.016 0.115
H -3.533 2.084 0.398 -0.071 -0.100 -0.115 0.081
H -2.013 -1.530 -1.355 -0.287 0.227 0.136 0.053
H -2.661 7.132 -0.774 -0.261 -0.163 0.037 0.071
H -4.616 0.739 -0.069 0.169 0.170 -0.002 0.093
H -3.205 -0.501 -2.138 0.010 0.005 0.209 0.096
H 1.140 -0.709 -3.023 0.278 -0.022 0.194 0.132
H 3.869 -1.924 2.517 -0.307 -0.256 0.100 0.123
H -0.119 -4.644 1.172 0.161 0.326 0.217 0.110
H 2.814 -3.564 4.138 -0.141 0.023 -0.339 0.113
H 3.668 1.855 2.345 0.036 0.034 -0.105 0.110
H 0.836 2.492 -1.670 0.059 -0.010 0.211 0.108
H -1.253 3.278 2.648 -0.122 -0.209 -0.282 0.108
H 3.460 0.068 -3.564 -0.239 -0.073 0.399 0.119
H -3.947 6.606 0.364 0.154 0.043 -0.333 0.076
```
Forces are in eV/Å.

=====

2.
Below is a structure of composition C37H34BaN4OPSb, with properties calculated with wB97M-V/def2-TZVPD.

Properties
Charge ... +2
E_LUMO ... -5.616 eV
Strongest force on any atom ... 6.11 eV Å⁻¹
Calculated total energy ... -63434.7481 eV

```
79
Properties=species:S:1:pos:R:3:forces:R:3:lowdin_charge:R:1
Ba -1.598 -0.022 0.411 5.181 0.787 -3.143 1.871
Sb -4.433 -0.238 1.461 -0.990 -0.067 0.308 1.538
P 1.824 0.020 -0.440 0.029 0.135 0.282 1.029
O -2.260 0.625 -2.657 0.023 -0.201 0.139 -0.108
N -1.485 -0.184 2.726 -0.074 -0.170 2.964 -0.247
N -1.319 -0.332 -3.105 0.319 0.440 0.364 0.050
N -2.711 2.019 0.043 -1.604 2.462 -0.358 -0.245
N -2.391 -2.186 0.033 -1.194 -2.643 -0.517 -0.247
C 1.205 -1.366 -4.236 -0.157 0.100 -0.171 -0.020
C 2.370 -2.056 -4.529 0.119 -0.091 -0.075 -0.046
C 4.921 -2.000 2.337 0.042 0.015 0.035 -0.064
C 4.128 0.002 1.242 0.084 0.001 0.064 -0.070
C -1.156 3.733 -0.745 -0.388 0.093 0.092 0.001
C -3.686 -1.860 0.186 -0.251 -0.749 -0.015 -0.509
C -4.695 -2.680 -0.293 0.013 -0.074 -0.103 -0.107
C 2.427 3.974 0.354 -0.031 -0.010 0.048 -0.073
C 3.409 -2.087 -3.610 0.038 -0.099 -0.110 -0.045
C 3.888 -2.727 1.753 -0.037 -0.017 -0.022 -0.068
C 3.301 4.386 -0.644 0.020 0.049 -0.040 -0.058
C 2.121 -0.740 -2.079 -0.181 0.053 -0.026 -0.337
C -3.006 -4.193 -1.080 -0.013 -0.132 -0.108 0.015
C -0.170 0.059 -2.719 0.550 -0.806 -0.475 -0.176
C 5.035 -0.640 2.086 -0.031 0.073 -0.020 -0.057
C 0.851 -0.225 3.429 -0.298 0.033 0.048 -0.002
C -2.445 -0.191 5.309 -0.164 0.002 0.041 -0.008
C -0.620 -0.204 3.762 -0.004 -0.008 -0.286 -0.286
C -2.037 -3.324 -0.595 0.115 0.260 0.120 -0.293
C -1.085 -0.206 5.071 0.064 0.004 0.137 0.013
C -2.814 -0.172 2.945 0.057 -0.065 0.658 -0.480
C 1.077 -0.700 -3.025 -0.354 0.073 0.300 -0.228
C 2.978 -2.086 0.925 -0.026 -0.004 0.025 -0.131
C -2.559 3.204 -0.578 0.120 -0.189 0.105 -0.298
C 2.370 1.753 -0.619 0.097 -0.013 0.077 -0.400
C -4.931 3.403 -0.843 -0.096 -0.037 0.015 -0.012
C 3.282 -1.440 -2.388 0.030 0.024 0.051 -0.068
C -0.558 -3.592 -0.733 -0.273 0.001 0.127 0.001
C 1.960 2.667 0.356 0.164 0.054 -0.167 -0.145
C 3.708 3.491 -1.627 0.026 0.006 -0.043 -0.052
C 3.093 -0.718 0.653 0.026 -0.182 -0.130 -0.400
C -3.666 3.921 -1.024 0.033 0.100 -0.102 0.013
C -5.080 2.177 -0.195 -0.004 0.079 -0.098 -0.112
C -3.945 1.514 0.234 -0.276 0.534 0.060 -0.513
C -3.332 -0.178 4.231 0.161 0.008 0.060 -0.111
C -4.341 -3.863 -0.941 -0.116 0.029 0.021 -0.010
C 3.252 2.178 -1.610 0.029 0.013 -0.150 -0.065
H -1.086 4.420 -1.587 -0.054 -0.036 0.020 0.100
H 4.242 1.063 1.048 -0.006 -0.066 -0.013 0.105
H 1.098 -1.072 2.789 -0.019 -0.067 -0.031 0.076
H 1.278 2.346 1.129 -0.147 -0.061 0.218 0.083
H 0.393 -1.318 -4.957 0.132 -0.019 0.100 0.123
H 1.142 0.679 2.892 -0.021 0.047 -0.010 0.074
H -4.402 -0.174 4.404 0.046 -0.004 0.015 0.093
H 2.472 -2.563 -5.483 -0.012 0.043 0.102 0.118
H 1.463 -0.290 4.325 -0.024 -0.002 0.048 0.096
H -3.521 4.880 -1.511 -0.028 -0.121 0.041 0.133
H -5.802 3.947 -1.188 0.046 -0.034 0.015 0.129
H -0.093 -3.652 0.253 -0.037 -0.005 0.000 0.087
H 3.586 1.482 -2.375 -0.017 0.070 0.087 0.111
H -5.738 -2.416 -0.162 0.029 -0.054 0.015 0.099
H -5.110 -4.528 -1.321 0.067 0.073 0.031 0.129
H 4.324 -2.624 -3.840 -0.108 0.072 0.018 0.119
H 5.842 -0.071 2.539 -0.129 -0.077 -0.083 0.115
H 5.636 -2.498 2.985 -0.098 0.077 -0.087 0.115
H -2.825 -0.193 6.328 0.055 0.003 -0.170 0.131
H -0.089 0.991 -2.180 0.058 0.404 0.137 0.085
H 3.665 5.408 -0.656 -0.010 -0.100 -0.001 0.116
H -0.366 -4.524 -1.259 -0.044 -0.009 -0.006 0.095
H -0.375 -0.221 5.892 -0.099 -0.003 -0.097 0.132
H 2.119 4.671 1.130 0.028 -0.132 -0.137 0.115
H -0.437 2.937 -0.894 0.111 -0.194 -0.036 0.045
H -6.067 1.762 -0.024 0.037 0.056 0.001 0.096
H -2.708 -5.118 -1.563 -0.047 0.135 0.041 0.132
H 4.396 3.813 -2.404 -0.107 -0.045 0.104 0.117
H -0.071 -2.789 -1.288 0.017 0.100 -0.074 0.067
H 4.091 -1.493 -1.668 -0.054 0.020 -0.018 0.115
H -0.851 4.280 0.151 -0.038 -0.021 -0.009 0.101
H 3.798 -3.794 1.940 -0.002 0.147 -0.030 0.113
H 2.175 -2.659 0.468 0.053 0.006 0.007 0.090
H -3.052 0.398 -3.146 -0.353 -0.070 -0.180 0.102
```
Forces are in eV/Å.